Formula: C14H10O5
Source: the OMol25 dataset
Level of theory: wB97M-V/def2-TZVPD

Cartesian coordinates (Å):
C 3.731 -1.436 0.001
C 4.861 -2.228 0.000
C 6.002 -1.433 0.000
C 5.998 0.013 0.000
C 4.795 0.784 0.000
C 3.678 -0.056 0.001
C 2.087 0.293 -0.002
O 1.712 1.476 -0.002
O 1.740 -1.021 -0.003
O -0.611 2.477 -0.006
O -0.945 1.017 0.000
C -2.603 1.356 0.008
O -2.719 2.542 0.010
C -3.625 0.252 0.007
C -3.415 -1.167 0.003
C -4.500 -2.051 0.002
C -5.805 -1.514 0.005
C -6.040 -0.126 0.008
C -4.960 0.757 0.009
H 2.848 -2.108 0.000
H 4.634 -3.309 0.000
H 6.889 -2.044 0.001
H 6.970 0.531 0.001
H 4.698 1.890 0.000
H -2.387 -1.552 0.002
H -4.318 -3.130 -0.001
H -6.665 -2.193 0.004
H -7.053 0.281 0.010
H -5.084 1.849 0.012

## Properties
**Multiplicity**: 1
**Energy above the lowest of the compared OMol25 structures with the same formula, charge and spin**: 387.3 kJ/mol

Atom charges from the natural (NBO) analysis, given in e for atoms 1 to 2: -0.191, -0.203

Formula: C7H11N
Source: the OMol25 dataset
Level of theory: wB97M-V/def2-TZVPD

Cartesian coordinates (Å):
C 1.513 1.135 0.020
C 1.886 -0.391 -0.434
C 0.620 -1.288 -0.076
C -1.036 -1.118 -0.062
C -1.575 1.140 0.082
C -0.099 0.830 0.115
C -0.195 -0.420 0.855
H 2.003 1.495 0.822
H 1.610 1.823 -0.883
H 2.528 -0.527 -1.534
H 2.710 -0.547 0.414
H 0.705 -2.231 0.387
H -1.332 -2.149 0.111
H -3.061 -0.629 -0.668
H -1.863 1.864 -0.703
H -1.995 1.332 1.141
H -0.171 0.499 -0.862
H -0.225 -0.629 1.852
N -2.024 -0.188 -0.576

## Properties
**Multiplicity**: 1
**SMILES**: C1C[C@@H]2[C@@H]3NC[C@@H]1[C@H]23
**Energy above the lowest of the compared OMol25 structures with the same formula, charge and spin**: 689.4 kJ/mol

Atom charges from the natural (NBO) analysis, given in e for atoms 1 to 2: -0.344, -0.422

Formula: C3H8N3
Source: the OMol25 dataset
Level of theory: wB97M-V/def2-TZVPD

Cartesian coordinates (Å):
C 3.001 0.602 -0.213
C -0.373 -0.538 0.521
C -2.728 -0.111 0.138
N 0.843 -0.107 0.476
N 3.778 -0.322 -0.202
N -1.335 0.127 -0.467
H 3.264 1.560 0.043
H -3.145 -1.088 -0.274
H -2.596 -0.280 1.210
H -3.309 0.860 0.003
H 1.465 -0.367 1.156
H 3.656 -1.325 -0.549
H -1.042 1.052 -0.436
H -1.478 -0.062 -1.407

## Properties
**Multiplicity**: 1
**Total charge**: +1
**Energy above the lowest of the compared OMol25 structures with the same formula, charge and spin**: 689.0 kJ/mol

Atom charges from the natural (NBO) analysis, given in e for atoms 1 to 2: 0.355, 0.221

Formula: C21H19Cl5Ge2NOSTi
Source: the OMol25 dataset
Level of theory: wB97M-V/def2-TZVPD

Cartesian coordinates (Å):
Ti 0.089 -1.808 -0.958
Cl 1.108 -2.295 2.200
C 2.298 -2.575 0.962
C 1.954 -2.307 -0.351
C 2.830 -2.646 -1.352
Cl 2.194 -2.406 -2.966
C 4.077 -3.188 -1.113
Cl 5.118 -3.593 -2.406
C 4.439 -3.388 0.226
Cl 5.976 -4.027 0.587
C 3.548 -3.095 1.273
Cl 3.981 -3.386 2.899
C -3.598 2.311 0.758
Ge -3.092 0.449 0.796
C -3.275 -0.343 2.551
C -4.191 -0.528 -0.472
Ge -0.742 0.252 0.174
C -0.328 0.899 -1.620
C -1.249 1.528 -2.471
C -0.865 1.920 -3.738
C 0.427 1.655 -4.204
C 1.339 1.003 -3.398
C 0.950 0.633 -2.109
C 0.437 1.116 1.446
C 1.829 1.014 1.414
C 2.614 1.696 2.330
C 2.017 2.488 3.304
C 0.637 2.591 3.358
C -0.149 1.904 2.437
H -4.650 2.365 1.044
H -3.484 2.732 -0.240
H -3.016 2.911 1.454
H -4.331 -0.410 2.820
H -2.761 0.249 3.309
H -2.854 -1.349 2.551
H -5.218 -0.163 -0.399
H -4.212 -1.592 -0.225
H -3.867 -0.386 -1.504
H -2.259 1.732 -2.135
H -1.571 2.436 -4.376
H 0.711 1.961 -5.203
H 2.337 0.786 -3.756
H 1.700 0.181 -1.456
H 2.325 0.397 0.674
H 3.693 1.607 2.287
H 2.630 3.018 4.022
H 0.166 3.203 4.117
H -1.224 1.997 2.508
O -1.312 -3.032 -0.507
S -2.043 -2.698 -1.882
N -1.132 -1.820 -2.661

## Properties
**Multiplicity**: 1
**Total charge**: +1
**Energy above the lowest of the compared OMol25 structures with the same formula, charge and spin**: 180.0 kJ/mol

Atom charges from the natural (NBO) analysis, given in e for atoms 1 to 2: 1.366, 0.105

Formula: C23H32Br45ClNO2S
Source: the OMol25 dataset
Level of theory: wB97M-V/def2-TZVPD

Cartesian coordinates (Å):
C 2.883 -0.935 2.197
C 3.265 0.546 2.338
C 2.432 1.441 1.424
C 3.281 2.512 0.796
N 1.322 1.988 2.135
C 0.174 1.322 1.657
C -1.064 1.794 2.353
C -2.331 1.576 1.568
C -2.299 0.349 0.705
S -2.667 -1.141 1.656
O -3.962 -0.949 2.244
O -1.618 -1.507 2.553
Cl -2.768 -2.673 0.251
H 1.957 -1.031 1.688
H 3.612 -1.419 1.601
H 2.811 -1.350 3.173
H 4.310 0.592 2.076
H 3.185 0.867 3.339
H 2.056 0.806 0.632
H 3.889 3.025 1.508
H 3.955 2.137 0.048
H 2.666 3.240 0.330
H 0.033 1.559 0.572
H 0.205 0.232 1.716
H -0.940 2.841 2.507
H -1.101 1.370 3.332
H -2.459 2.403 0.917
H -3.152 1.478 2.242
H -3.107 0.413 0.016
H -1.423 0.233 0.119
C 2.269 4.817 -3.355
Br 1.200 3.330 -2.750
Br 1.320 6.497 -3.209
Br 3.972 4.893 -2.458
H 2.470 4.660 -4.399
C 6.163 -3.716 2.895
Br 5.517 -4.829 4.333
Br 5.013 -3.794 1.357
Br 6.454 -1.892 3.458
H 7.118 -4.116 2.600
C -3.520 4.016 -2.022
Br -3.252 2.188 -2.582
Br -3.907 4.138 -0.138
Br -2.036 5.135 -2.529
H -4.383 4.385 -2.548
C -4.391 -6.325 -1.681
Br -4.109 -8.136 -2.282
Br -4.786 -6.249 0.203
Br -2.909 -5.182 -2.143
H -5.255 -5.950 -2.202
C -7.711 -9.889 -4.562
Br -5.987 -9.559 -5.358
Br -7.881 -11.716 -3.967
Br -8.092 -8.641 -3.142
H -8.450 -9.735 -5.327
C -1.141 -4.722 4.746
Br 0.581 -4.050 4.208
Br -1.072 -6.612 5.149
Br -1.872 -3.711 6.218
H -1.807 -4.598 3.909
C -3.235 3.970 4.444
Br -4.759 4.420 3.345
Br -1.623 4.795 3.803
Br -3.559 4.371 6.304
H -3.096 2.904 4.368
C -3.272 6.940 -5.752
Br -1.433 6.436 -6.018
Br -3.917 8.065 -7.177
Br -4.399 5.405 -5.460
H -3.311 7.530 -4.856
C -3.560 11.015 -3.784
Br -2.344 9.566 -3.401
Br -3.280 11.734 -5.553
Br -5.397 10.492 -3.503
H -3.343 11.805 -3.087
C 0.727 9.750 -0.720
Br -0.375 8.233 -0.279
Br -0.176 11.418 -0.352
Br 2.442 9.662 0.154
H 0.908 9.716 -1.780
C -8.913 8.100 -5.213
Br -7.207 8.415 -6.049
Br -9.117 6.255 -4.691
Br -9.205 9.298 -3.728
H -9.674 8.309 -5.944
C 9.786 -2.714 5.315
Br 10.133 -4.476 4.609
Br 9.242 -2.782 7.162
Br 11.291 -1.535 5.057
H 8.963 -2.311 4.754
C 3.782 -8.412 2.477
Br 2.845 -10.063 2.817
Br 2.601 -6.906 2.661
Br 5.373 -8.268 3.565
H 4.107 -8.445 1.451
C 7.097 -5.175 -1.914
Br 5.561 -4.065 -2.255
Br 8.341 -4.322 -0.710
Br 6.583 -6.925 -1.281
H 7.606 -5.313 -2.851
C 3.066 -11.850 -1.331
Br 2.125 -13.506 -1.025
Br 1.915 -10.321 -1.102
Br 4.647 -11.720 -0.233
H 3.391 -11.854 -2.356

## Properties
**Multiplicity**: 1
**Total charge**: -1

Atom charges from the Mulliken analysis, given in e for atoms 1 to 2: -0.805, -1.047

Formula: C6H37N2O11
Source: the OMol25 dataset
Level of theory: wB97M-V/def2-TZVPD

Cartesian coordinates (Å):
N 0.890 -0.756 -2.707
C 1.855 -0.441 -1.625
C 1.993 1.086 -1.428
N 0.663 1.722 -1.348
C -0.079 1.493 -0.091
C -0.127 2.815 0.687
C 0.609 3.844 -0.196
C 0.683 3.190 -1.573
H 0.224 -1.502 -2.428
H 0.287 0.114 -2.908
H 1.340 -1.025 -3.579
H 2.844 -0.856 -1.826
H 1.518 -0.901 -0.691
H 2.601 1.274 -0.535
H 2.531 1.542 -2.266
H 0.356 0.683 0.496
H -1.088 1.154 -0.374
H -1.165 3.119 0.798
H 0.294 2.739 1.685
H 1.615 4.046 0.180
H 0.066 4.783 -0.267
H 1.547 3.485 -2.168
H -0.215 3.452 -2.155
H -0.853 1.837 -3.320
H -1.653 0.625 -3.076
O -0.856 0.906 -3.591
H -3.944 -0.116 1.379
H -2.499 -0.654 1.452
O -3.261 -0.524 0.834
H -1.689 -2.753 1.046
H -3.034 -2.731 0.292
O -2.160 -3.140 0.276
H -1.283 -1.645 3.279
H -0.190 -1.503 2.232
O -1.170 -1.525 2.313
H -2.343 -0.866 -2.046
H -2.995 -0.077 -0.849
O -2.826 -0.022 -1.826
H -1.739 -3.113 -2.623
H -1.554 -2.675 -1.120
O -1.329 -2.416 -2.070
H -0.250 -2.426 5.533
H 0.502 -1.750 4.368
O -0.311 -1.700 4.911
H 4.073 0.294 3.468
H 2.929 1.191 2.978
O 3.353 0.332 2.821
H 3.477 -4.322 2.186
H 2.097 -4.775 1.688
O 2.658 -3.978 1.779
H -3.117 3.114 -2.434
H -2.548 1.820 -1.757
O -2.358 2.759 -1.963
H 1.952 -2.530 2.492
H 2.170 -0.985 2.833
O 1.511 -1.712 2.837

## Properties
**Multiplicity**: 2
**Expectation value of S²**: 0.75
**Total charge**: +2

Atom charges from the natural (NBO) analysis, given in e for atoms 1 to 2: -0.744, -0.247

Formula: C25H46F8N3O7
Source: the OMol25 dataset
Level of theory: wB97M-V/def2-TZVPD

Cartesian coordinates (Å):
C 0.164 2.192 -2.923
C 0.732 0.950 -2.287
N -0.230 -0.170 -2.229
N -0.832 -0.344 -0.992
C -0.129 -0.886 0.013
C -0.713 -1.026 1.271
C -0.017 -1.610 2.443
C 1.476 -1.796 2.392
O 1.795 -2.777 3.343
C 3.110 -2.777 3.823
C 4.022 -3.739 3.037
F 3.363 -4.362 2.049
F 5.036 -3.039 2.473
C 4.699 -4.818 3.878
F 5.717 -5.380 3.202
F 5.195 -4.180 4.953
C 3.764 -5.959 4.324
F 2.533 -5.437 4.470
F 4.190 -6.414 5.517
C 3.752 -7.175 3.396
F 3.680 -6.781 2.114
F 2.639 -7.876 3.659
C -1.991 -0.621 1.401
C -2.668 -0.111 0.315
N -2.100 0.044 -0.866
H 0.166 3.018 -2.251
H 0.760 2.478 -3.759
H -0.836 2.031 -3.275
H 1.565 0.597 -2.839
H 1.098 1.147 -1.301
H -0.998 -0.028 -2.864
H 0.861 -1.174 -0.227
H -0.432 -2.587 2.605
H -0.291 -1.039 3.302
H 1.988 -0.879 2.626
H 1.788 -2.141 1.422
H 3.560 -1.805 3.751
H 3.077 -3.052 4.851
H 4.620 -7.781 3.568
H -2.507 -0.696 2.329
H -3.681 0.198 0.398
C -3.739 6.715 -2.479
O -4.563 6.169 -3.492
C -3.869 5.766 -4.658
C -3.609 4.279 -4.686
O -2.761 3.854 -3.626
C -3.459 3.347 -2.508
H -4.310 6.699 -1.552
H -2.824 6.134 -2.346
H -3.473 7.752 -2.708
H -2.928 6.316 -4.754
H -4.497 6.020 -5.516
H -3.108 4.027 -5.624
H -4.557 3.734 -4.651
H -3.782 2.311 -2.678
H -4.333 3.955 -2.268
H -2.772 3.368 -1.661
C -4.435 5.862 2.436
O -5.202 5.184 1.455
C -4.446 4.601 0.417
C -4.230 3.121 0.625
O -3.458 2.808 1.777
C -4.239 2.478 2.915
H -5.069 5.991 3.310
H -3.548 5.291 2.720
H -4.127 6.848 2.076
H -3.483 5.110 0.306
H -5.008 4.735 -0.513
H -3.677 2.729 -0.237
H -5.196 2.608 0.670
H -4.615 1.448 2.851
H -5.087 3.153 3.027
H -3.598 2.567 3.789
C 4.541 -2.018 -0.915
O 3.552 -2.485 -1.821
C 4.091 -2.979 -3.046
C 4.239 -4.480 -3.059
O 5.164 -4.945 -2.102
C 4.561 -5.336 -0.885
H 4.086 -1.964 0.073
H 5.393 -2.699 -0.868
H 4.893 -1.021 -1.200
H 5.054 -2.505 -3.252
H 3.397 -2.695 -3.843
H 4.608 -4.786 -4.041
H 3.261 -4.947 -2.905
H 4.084 -6.317 -0.977
H 3.817 -4.604 -0.565
H 5.340 -5.395 -0.126

## Properties
**Multiplicity**: 1
**Total charge**: +1

Atom charges from the Mulliken analysis, given in e for atoms 1 to 2: -1.225, -0.123

Formula: C3H7NO
Source: the OMol25 dataset
Level of theory: wB97M-V/def2-TZVPD

Cartesian coordinates (Å):
C 0.816 0.225 -0.837
N 0.900 -0.781 0.563
C -1.957 -0.330 0.350
C 1.831 0.273 0.442
O 0.220 1.303 -1.180
H 1.072 -0.498 -1.647
H -1.816 0.657 0.607
H -1.374 -0.376 -0.605
H -1.349 -0.864 0.994
H 1.634 1.151 1.088
H -2.878 -0.773 0.120
H 2.900 0.013 0.105

## Properties
**Multiplicity**: 1
**Energy above the lowest of the compared OMol25 structures with the same formula, charge and spin**: 689.3 kJ/mol

Atom charges from the natural (NBO) analysis, given in e for atoms 1 to 2: 0.372, -0.363

Number 1: calculated total energy -915.2993 Eh. Number 2: calculated total energy -327.8254 Eh. Number 3: calculated total energy -282.9013 Eh. Number 4: calculated total energy -8643.8009 Eh. Number 5: calculated total energy -117789.6009 Eh. Number 6: calculated total energy -1187.4171 Eh. Number 7: calculated total energy -2469.6089 Eh. Number 8: calculated total energy -248.2640 Eh.